Entry 1:
17
Properties=species:S:1:pos:R:3:forces:R:3 method="wB97M-V/def2-TZVPD" spin_multiplicity=1 lumo_energy_ev="0.350 / 0.885" gap_ev="7.2 / 8.1" de_lowest_ev=4.385
C 2.17423 0.45050 -0.80129 0.118 -0.102 0.006
C 0.95211 -0.13819 -0.16598 0.206 0.035 0.197
C 0.84463 -0.37785 1.28868 0.142 0.275 0.342
O 0.17975 -1.58144 1.70371 0.271 -0.254 -0.159
C -1.36034 -0.12583 -0.28453 -1.179 -0.505 0.617
C -2.58958 0.57989 -0.71752 0.020 0.081 -0.003
O -0.20280 0.23729 -0.74220 0.802 0.531 -0.882
H 2.28180 0.16617 -1.85483 -0.110 0.041 0.168
H 3.06053 0.07605 -0.27918 -0.131 0.053 -0.083
H 2.20968 1.55105 -0.75385 -0.099 -0.136 0.015
H 0.52515 -2.28607 1.14192 0.010 -0.049 0.100
H 0.21185 0.42524 1.72429 0.140 -0.168 -0.080
H 1.84009 -0.32723 1.74838 -0.134 0.008 -0.077
H -1.36845 -0.93637 0.43127 -0.152 0.170 0.003
H -2.71736 1.52095 -0.15876 -0.059 -0.113 -0.187
H -2.58763 0.82101 -1.78721 0.033 -0.037 0.137
H -3.45364 -0.05519 -0.49293 0.124 0.169 -0.113



Entry 2:
17
Properties=species:S:1:pos:R:3:forces:R:3 method="wB97M-V/def2-TZVPD" spin_multiplicity=1 lumo_energy_ev=0.391 smiles="C=C(C)C(C)=O.O" gap_ev=10.6 de_lowest_ev=1.358
C -0.71704 -0.65260 1.66145 -0.015 -0.026 -0.054
C -0.16089 -0.56412 0.45218 0.025 0.025 0.138
C 1.00256 -1.40846 0.00977 0.049 -0.042 -0.007
C -0.63595 0.47581 -0.52320 0.143 0.160 -0.231
C -2.09852 0.85823 -0.54054 0.009 0.062 -0.003
O 0.14383 0.98273 -1.31531 -0.393 -0.286 0.309
H -0.34819 -1.36207 2.39708 0.005 0.077 -0.114
H -1.53911 -0.02027 1.98147 0.097 -0.074 -0.106
H 1.33092 -2.07984 0.80729 -0.109 0.094 -0.070
H 1.84843 -0.78587 -0.29395 -0.120 -0.094 0.076
H 0.72552 -2.01405 -0.85875 0.005 0.047 0.053
H -2.69571 -0.00118 -0.86648 0.112 0.097 0.058
H -2.24094 1.68704 -1.23534 0.019 -0.112 0.090
H -2.45923 1.14168 0.45236 0.072 -0.040 -0.138
O 2.98793 1.10344 -0.91043 -0.096 0.126 0.076
H 2.86365 1.56456 -0.07261 0.117 -0.021 -0.105
H 2.09090 1.08354 -1.28307 0.078 0.008 0.027



Entry 3:
17
Properties=species:S:1:pos:R:3:forces:R:3 method="wB97M-V/def2-TZVPD" spin_multiplicity=1 lumo_energy_ev=0.446 gap_ev=7.5 de_lowest_ev=6.985
C 2.33418 0.44101 0.50224 0.236 0.046 0.141
O 1.00538 0.50297 0.02421 -0.098 -0.176 0.247
C 0.43850 -0.87065 -0.29628 0.066 -0.335 -0.514
C -0.26916 -0.00337 1.26365 -0.361 0.399 0.280
C -0.97483 -0.58638 0.10501 0.061 -0.079 0.138
C -1.85591 0.35272 -0.71391 0.052 0.159 0.266
O -2.10276 -0.18430 -1.99523 0.188 -0.039 -0.168
H 3.03414 0.28039 -0.32852 -0.236 0.062 0.104
H 2.43694 -0.39423 1.20260 0.015 0.052 -0.062
H 2.55539 1.39688 0.98524 0.027 -0.087 -0.043
H 0.67147 -1.18552 -1.31491 -0.027 0.057 -0.051
H 0.07001 -0.68247 2.03930 0.095 0.107 -0.255
H -0.42272 1.03064 1.58434 0.026 -0.107 -0.086
H -1.48201 -1.52941 0.33382 0.063 0.098 0.070
H -2.83717 0.48905 -0.24295 0.170 -0.019 -0.042
H -1.36635 1.33754 -0.77972 -0.107 -0.124 -0.016
H -1.23513 -0.39489 -2.36886 -0.170 -0.014 -0.012



Entry 4:
17
Properties=species:S:1:pos:R:3:forces:R:3 method="wB97M-V/def2-TZVPD" spin_multiplicity=1 lumo_energy_ev=0.530 smiles="CC(=O)C=O.CC" gap_ev=9.1 de_lowest_ev=4.572
C -0.81589 0.72662 1.48224 1.080 -0.784 0.292
C -0.30185 1.18819 0.14792 -4.252 2.068 -1.640
O 0.07750 2.31389 -0.11677 0.563 -0.687 0.385
C -1.51140 0.66087 -1.08102 0.749 0.851 1.349
O -2.49942 0.03530 -0.85223 0.378 -0.029 -0.022
H -1.77452 1.20121 1.68676 0.079 0.146 -0.302
H -0.97689 -0.35012 1.49101 -0.016 -0.006 0.049
H -0.10803 1.00271 2.26344 -0.042 -0.008 0.059
H -1.32930 1.24536 -2.00909 0.028 -0.108 -0.166
C 1.36964 -0.26413 -0.31451 -1.403 -0.353 -2.203
C 1.00471 -1.73984 -0.32692 0.097 0.000 -0.048
H 1.84397 0.04440 0.61482 -0.692 0.499 0.063
H 2.04153 0.02135 -1.12424 0.158 -0.077 -0.037
H 0.28220 0.25359 -0.85470 3.165 -1.290 2.045
H 1.88484 -2.37595 -0.21832 -0.062 -0.039 0.149
H 0.51733 -2.01491 -1.26389 0.047 -0.003 0.011
H 0.29558 -1.94854 0.47549 0.123 -0.182 0.015



Entry 5:
17
Properties=species:S:1:pos:R:3:forces:R:3 method="wB97M-V/def2-TZVPD" spin_multiplicity=1 lumo_energy_ev="0.883 / 0.870" gap_ev="7.6 / 6.9" de_lowest_ev=6.659
C -1.61194 0.90982 -1.05500 -0.293 -0.107 -0.172
O -0.38018 1.18322 -0.42689 0.068 0.152 0.215
C -0.36023 0.98913 0.94304 0.031 0.415 -0.155
C -0.45512 -0.40335 1.36659 0.396 -0.595 -0.136
C 0.91117 -0.82846 0.73158 -0.027 -0.267 0.341
C 1.09785 -0.87713 -0.68957 -0.497 -0.033 -0.505
O 2.14659 -0.30852 -1.32554 0.203 0.021 -0.109
H -2.42207 1.44412 -0.54618 0.052 -0.039 -0.093
H -1.85130 -0.16403 -1.06010 0.052 0.177 0.008
H -1.52537 1.25204 -2.09002 -0.032 -0.051 0.160
H 0.37775 1.63389 1.41524 -0.140 -0.055 0.018
H -0.42540 -0.53917 2.45237 -0.003 0.063 -0.309
H -1.28798 -0.98320 0.94776 0.196 0.217 0.126
H 1.79166 -0.52214 1.29940 -0.193 -0.044 -0.108
H 1.23242 -1.93079 0.23132 -0.025 -0.117 0.440
H 0.37295 -1.34402 -1.35374 0.130 0.111 0.212
H 2.38921 0.48858 -0.84026 0.082 0.152 0.067



Entry 6:
17
Properties=species:S:1:pos:R:3:forces:R:3 method="wB97M-V/def2-TZVPD" spin_multiplicity=1 lumo_energy_ev=0.980 gap_ev=10.6 de_lowest_ev=4.883
C 0.97286 -1.95574 0.91737 0.178 -0.102 0.057
C 0.02725 -0.87831 0.48036 -0.417 -1.155 -1.527
O -0.87353 -0.58158 1.50492 -0.408 -0.207 -0.418
C 0.44900 0.39269 -0.19603 -0.097 -0.438 -0.246
C -0.63904 0.60213 -1.21626 -0.015 -0.865 0.041
C -0.40691 2.13564 -0.85187 0.022 0.032 -0.459
O 0.19351 1.68792 0.39265 0.003 -0.013 -0.060
H 0.35394 -2.84049 1.09101 0.267 -0.025 0.056
H 1.64948 -2.15997 0.08450 0.077 -0.136 0.159
H 1.54131 -1.74160 1.82580 -0.074 0.164 -0.062
H -0.40407 -1.42826 -0.70549 0.323 0.536 3.635
H -1.07548 0.37312 1.46592 0.152 -0.393 -0.034
H 1.46802 0.34331 -0.60825 -0.196 0.058 -0.004
H -0.55114 -0.40872 -1.83867 -0.131 3.190 -0.994
H -1.60266 0.39261 -0.73869 0.177 -0.059 0.260
H -1.28205 2.76679 -0.63427 0.145 -0.403 -0.319
H 0.32035 2.70680 -1.43465 -0.008 -0.184 -0.085



Entry 7:
17
Properties=species:S:1:pos:R:3:forces:R:3 method="wB97M-V/def2-TZVPD" spin_multiplicity=1 lumo_energy_ev=0.950 smiles=C[C@H]1OCC[C@H]1O gap_ev=10.6 de_lowest_ev=1.326
C -0.94860 1.18453 1.46825 0.016 0.008 -0.005
C -0.44346 -0.05733 0.75706 0.016 0.023 0.111
O -1.23836 -0.20921 -0.43555 -0.055 0.029 0.043
C -0.44166 -0.71681 -1.50326 0.131 -0.119 -0.213
C 0.85773 -1.15586 -0.84762 0.062 -0.035 -0.009
C 1.00867 -0.10084 0.25459 -0.061 -0.247 0.146
O 1.47388 1.14232 -0.23330 -0.161 0.121 -0.147
H -2.03944 1.11428 1.50970 0.139 0.065 0.049
H -0.68902 2.09833 0.92554 -0.023 -0.120 0.063
H -0.56975 1.26813 2.49144 0.050 -0.077 -0.169
H -0.58807 -0.92965 1.41568 -0.065 0.083 -0.180
H -0.27162 0.07400 -2.25109 -0.048 -0.116 0.140
H -0.95965 -1.54221 -2.00180 -0.041 0.135 0.115
H 0.70273 -2.13765 -0.38323 0.143 0.126 -0.050
H 1.70688 -1.21357 -1.53143 -0.063 0.104 0.114
H 1.72406 -0.40970 1.02215 -0.197 0.052 -0.008
H 0.73867 1.58575 -0.67665 0.156 -0.033 0.001



Entry 8:
17
Properties=species:S:1:pos:R:3:forces:R:3 method="wB97M-V/def2-TZVPD" spin_multiplicity=1 lumo_energy_ev=0.926 smiles=COC[C@H]1C[C@H]1O gap_ev=10.0 de_lowest_ev=2.641
C 2.33506 -0.39094 0.77359 0.156 -0.027 0.002
O 0.94244 -0.26593 0.57389 -0.110 0.050 0.032
C 0.57711 -0.20111 -0.80021 -0.222 0.158 -0.180
C -0.91954 0.09057 -0.93812 0.607 -0.289 0.708
C -1.95059 -0.59030 -0.04994 -0.032 0.051 0.001
C -1.68897 0.89046 0.06697 0.024 -0.140 -0.265
O -1.08719 1.48814 1.16240 0.084 -0.126 0.272
H 2.72226 -1.31910 0.32829 -0.106 0.117 0.039
H 2.51206 -0.41485 1.85192 -0.058 -0.002 -0.184
H 2.88364 0.45893 0.34004 -0.131 -0.111 0.046
H 1.14802 0.60753 -1.28298 -0.061 -0.065 0.031
H 0.88009 -1.14896 -1.28208 -0.282 0.221 0.014
H -1.25036 0.37588 -1.91404 0.169 -0.396 -0.714
H -2.86329 -0.97037 -0.50726 0.141 0.205 0.166
H -1.58257 -1.18914 0.78097 0.117 0.102 -0.244
H -2.41742 1.54085 -0.38597 -0.233 0.197 0.121
H -0.23037 1.04628 1.26842 -0.062 0.055 0.155